Below is a cluster of 16 separate species, C22H48BCl30IN3O8P2 in total at a distorted geometry, with properties calculated with ωB97M-V/def2-TZVPD.

The value obtained for the gap between HOMO and LUMO is 8.95 eV. The highest occupied orbital energy comes out at -11.807 eV. As for the max |F|: 1.957 eV Å⁻¹. Its charge is +1.

Element x y z (Å)
N (2.326239, -3.832344, -0.037661)
B (0.939358, -3.730079, -0.293117)
O (0.089146, -4.648433, 0.295548)
C (0.446677, -2.590108, -1.320821)
C (0.679154, -1.204957, -0.670607)
C (1.503242, -0.238624, -1.496770)
O (2.046788, 0.770699, -0.686470)
O (1.356496, 1.987410, -0.968009)
O (-0.640610, -0.798528, -0.272357)
C (-1.658235, -1.314428, -1.115418)
C (-2.937788, -1.556435, -0.306691)
C (-3.073712, -0.700907, 0.972514)
C (-2.478008, -1.332293, 2.221850)
N (-1.066475, -1.302437, 2.417743)
O (-3.218495, -1.869927, 3.026010)
P (-1.786742, 0.036747, -2.480076)
O (-1.535996, 1.377217, -1.629898)
O (-3.371157, 0.074718, -2.865826)
N (-1.029993, -2.589438, -1.604956)
P (-1.480611, -3.300498, -3.275174)
O (-2.855807, -2.573695, -3.685794)
I (-2.187725, -5.497402, -2.493468)
H (2.469302, -4.179326, 0.907267)
H (2.857930, -2.973745, -0.122515)
H (-0.580842, -4.247077, 0.864544)
H (0.944107, -2.790245, -2.269303)
H (1.194618, -1.295857, 0.282627)
H (0.933245, 0.181036, -2.321992)
H (2.326849, -0.798023, -1.937175)
H (1.103010, 2.297195, -0.083133)
H (-3.073406, -2.602961, -0.020869)
H (-3.786973, -1.314977, -0.939323)
H (-4.135914, -0.613252, 1.159075)
H (-2.705268, 0.306445, 0.798080)
H (-0.590782, -1.812179, 1.691597)
H (-0.723661, -0.348160, 2.441943)
H (-1.933474, 1.380943, -0.744799)
H (-3.895093, 0.527386, -2.182267)
H (-1.391496, -3.307476, -0.964331)
H (-3.417582, -2.271080, -2.954273)
C (-2.156784, -9.285770, -0.004429)
Cl (-2.577093, -8.602893, -1.586453)
Cl (-1.423700, -8.083563, 1.061012)
H (-3.067517, -9.645139, 0.458440)
H (-1.455119, -10.096104, -0.159803)
C (0.708766, 2.829855, 2.448748)
Cl (1.608751, 1.315208, 2.598155)
Cl (-0.498072, 2.799776, 1.140469)
H (0.198360, 3.035056, 3.384377)
H (1.421469, 3.616136, 2.229485)
C (2.019695, -9.665053, -0.790909)
Cl (0.874763, -8.629581, -1.657973)
Cl (1.229941, -11.074055, -0.073681)
H (2.769405, -10.011259, -1.491274)
H (2.476127, -9.084917, 0.001574)
C (-5.062578, 3.077545, 2.627093)
Cl (-3.381289, 3.567083, 2.341355)
Cl (-6.061843, 3.267437, 1.179935)
H (-5.076130, 2.038371, 2.932251)
H (-5.478936, 3.706621, 3.404621)
C (5.391270, 0.606864, 3.323323)
Cl (4.678128, -0.988123, 3.612568)
Cl (4.646985, 1.863223, 4.312258)
H (6.446175, 0.554815, 3.560025)
H (5.241709, 0.867478, 2.282483)
C (-5.980601, -6.592987, -3.414588)
Cl (-6.248210, -7.530142, -1.944541)
Cl (-5.829860, -4.862874, -3.069865)
H (-5.065213, -6.932425, -3.886293)
H (-6.824815, -6.735946, -4.077290)
C (-2.294416, 4.945869, 5.671608)
Cl (-0.796641, 4.784116, 4.736919)
Cl (-2.382413, 6.493607, 6.506685)
H (-3.128260, 4.870051, 4.984773)
H (-2.326667, 4.149344, 6.404837)
C (0.510803, 3.539247, -3.793639)
Cl (0.956283, 5.248840, -3.838205)
Cl (-1.026896, 3.235430, -4.614073)
H (1.285230, 2.964713, -4.287524)
H (0.415886, 3.232873, -2.759644)
C (-4.438555, 4.657559, -5.802854)
Cl (-4.581375, 3.030154, -5.119062)
Cl (-5.536287, 4.898044, -7.165084)
H (-4.677019, 5.378876, -5.034284)
H (-3.420226, 4.793748, -6.147334)
C (8.372342, 3.210637, 4.521668)
Cl (8.453119, 1.470339, 4.826501)
Cl (8.071532, 3.562024, 2.815925)
H (7.561248, 3.623750, 5.108664)
H (9.317332, 3.654381, 4.808924)
C (1.870198, -2.940883, 5.159289)
Cl (1.900046, -2.505034, 3.444850)
Cl (1.633734, -4.675683, 5.385816)
H (2.817908, -2.653823, 5.599951)
H (1.052347, -2.410948, 5.631896)
C (2.630878, 7.860888, -5.973444)
Cl (1.841736, 8.539900, -4.541418)
Cl (4.143644, 8.690158, -6.350810)
H (2.844936, 6.816195, -5.782555)
H (1.957288, 7.961018, -6.815717)
C (-4.478018, 4.854503, -1.217095)
Cl (-3.365636, 3.498795, -1.480075)
Cl (-5.641930, 4.974172, -2.534776)
H (-5.011953, 4.710309, -0.286112)
H (-3.890466, 5.763774, -1.181895)
C (2.914600, -6.680551, 8.180700)
Cl (2.126479, -8.203575, 8.607078)
Cl (4.645107, -6.887562, 7.885791)
H (2.459477, -6.297642, 7.276096)
H (2.784666, -5.982914, 8.999049)
C (7.081241, 11.723997, -6.200057)
Cl (7.034849, 9.957169, -6.254274)
Cl (6.877171, 12.440854, -7.801077)
H (6.276629, 12.068214, -5.561882)
H (8.040570, 12.031065, -5.802595)

Forces on atoms 1 to 6 (eV/Å):
N -0.69 0.89 0.81
B 0.35 -0.56 -0.19
O -0.27 0.69 0.10
C 0.00 0.03 0.09
C -0.30 -0.18 -0.03
C -0.40 0.05 -0.13